# 1
66
Properties=species:S:1:pos:R:3 method="wB97M-V/def2-TZVPD" s_squared=0.764 de_lowest_ev=0.779 homo_energy_ha="-0.307 / -0.306" molar_mass_g_mol=735.9 multiplicity=2 total_charge=0
C 1.759 0.028 1.209
H -2.762 -1.920 2.346
H -1.645 2.275 1.526
N -1.601 -0.666 -4.941
H -2.776 4.745 -0.393
H 3.893 -0.043 -0.453
C -1.700 -1.768 2.516
H 5.269 0.225 4.264
C -2.940 -2.379 -2.063
C 5.933 0.113 2.227
C -0.908 -3.019 2.129
H -1.542 -1.515 3.569
H 3.545 -1.289 -2.383
H -2.786 -2.754 -4.053
H 6.276 0.002 0.113
C 2.932 -2.035 -1.874
H -1.131 -3.308 1.099
H 1.059 2.539 -0.952
C 5.536 0.042 0.902
C 1.479 -1.575 -1.730
H -3.119 1.341 1.776
N -4.140 -3.074 -0.481
C -1.953 1.632 3.585
C 1.524 1.770 -1.573
Ge -1.108 -0.199 1.502
H 0.169 -2.856 2.210
H 2.964 -2.948 -2.470
N -1.282 -0.127 -2.830
C 0.749 -0.012 2.076
H -4.186 0.105 -1.352
H 2.891 0.199 3.699
H -1.170 -3.864 2.768
H 1.035 -1.370 -2.705
C 4.185 0.021 0.586
C -4.436 1.138 -1.132
H -2.456 2.548 3.901
C -1.775 -1.033 -3.687
H 3.086 3.026 -2.372
Ge 1.167 0.060 -0.670
H -4.443 4.323 -0.851
H -3.693 3.577 0.589
N -3.873 -3.262 -1.790
C -3.517 3.948 -0.419
C -2.071 1.430 2.071
H -5.304 1.447 -1.710
H -2.403 0.800 4.130
Cu -1.282 -0.256 -0.887
H 3.499 1.317 -2.400
C 3.201 0.073 1.572
N -3.407 -2.137 0.007
H 3.553 2.214 -0.879
H 0.972 1.730 -2.510
N -2.381 -2.206 -3.310
N -0.976 0.524 -4.857
H 3.389 -2.251 -0.908
C 4.968 0.168 3.226
H -4.625 1.250 -0.067
N -2.609 -1.656 -0.984
N -0.784 0.858 -3.631
H 0.879 -2.358 -1.258
C 3.003 2.093 -1.811
H 6.985 0.125 2.483
C 3.623 0.150 2.902
Te -2.776 2.368 -1.641
H -0.908 1.704 3.894
H 0.942 -0.031 3.151

=====

# 2
90
Properties=species:S:1:pos:R:3 method="wB97M-V/def2-TZVPD" homo_energy_ha=-0.350 molar_mass_g_mol=672.8 smiles="O=COCCCCC1=CC(=O)OC1=O.c1ccncc1.c1ccncc1.c1ccncc1.c1ccncc1.c1ccncc1.c1ccncc1" total_charge=0
C 1.841 7.484 4.442
C 1.515 8.216 3.311
H -1.533 -6.763 3.763
O -6.869 -0.408 1.310
H -2.577 -8.527 2.326
C -2.653 -7.480 2.064
C 1.379 1.063 -5.851
C -2.449 -0.442 1.401
C 5.168 -6.350 2.815
C 0.824 6.747 -6.567
C 3.138 -7.559 3.087
C -5.761 -1.260 3.156
C -0.988 1.067 -4.534
H 3.308 -5.447 3.440
H 1.229 7.514 -5.915
H -1.091 -2.807 1.598
C -0.590 -2.012 2.165
H -3.063 -0.828 3.445
C 3.821 -6.353 3.145
N 3.695 -8.714 2.731
H -1.777 -4.393 3.082
H 1.341 5.120 -5.265
C -3.400 -5.732 0.622
H 6.813 -7.590 2.179
H 0.384 3.411 -6.817
H 2.863 4.750 0.086
C 0.876 3.956 -0.057
C 2.836 2.613 -0.220
H 2.707 5.636 5.134
H 3.911 2.487 -0.220
C -0.211 4.896 -8.252
C 1.799 7.672 2.068
N 0.677 1.592 -0.395
H -0.910 -2.084 3.211
C -5.507 -0.402 1.071
C 2.259 3.863 -0.057
C -2.074 -6.507 2.863
H 0.385 4.910 0.078
O 1.980 -3.538 3.489
C 0.358 4.464 -7.065
H 0.131 1.524 -2.751
H -2.647 0.632 1.447
C 2.436 6.243 4.281
C -3.330 -7.085 0.921
H -0.469 -0.592 0.590
C -7.080 -0.926 2.581
C -0.882 0.820 -5.895
N 0.275 0.821 -6.555
N 2.371 6.481 1.899
O -5.065 -0.007 0.039
C 1.228 -3.392 2.578
C 0.168 1.323 -3.814
C 5.765 -7.544 2.444
N 0.281 7.177 -7.704
H 2.083 -7.601 3.339
C -4.805 -0.959 2.281
H 2.424 0.520 -0.513
H -0.951 2.836 -0.238
H 1.558 8.217 1.161
H -3.922 -5.389 -0.265
H -1.767 0.618 -6.488
H -2.746 -0.753 0.401
H 3.137 4.819 2.830
C 0.888 5.410 -6.203
C -0.224 6.257 -8.523
H -0.637 4.194 -8.956
C -2.202 -5.184 2.473
O -8.171 -1.058 3.027
C 1.379 1.316 -4.488
H 2.307 1.067 -6.413
H 2.309 1.511 -3.968
H -0.660 6.630 -9.443
C 2.678 5.789 2.994
H 1.050 9.189 3.387
H -0.480 0.127 2.177
C 4.989 -8.693 2.418
C -3.328 -1.153 2.433
H -1.957 1.060 -4.053
H -3.150 -2.234 2.392
H -5.646 -1.681 4.143
O 0.840 -2.187 2.114
H 1.636 7.874 5.430
H 5.424 -9.645 2.132
C -0.935 -0.663 1.574
H 5.740 -5.432 2.846
C 0.134 2.798 -0.228
H -3.796 -7.809 0.268
N -2.850 -4.786 1.381
C 2.006 1.513 -0.383
H 0.809 -4.256 2.032

=====

# 3
13
Properties=species:S:1:pos:R:3 method="wB97M-V/def2-TZVPD" s_squared=12.043 de_lowest_ev=4.156 homo_energy_ha="-0.419 / -0.415" molar_mass_g_mol=237.6 multiplicity=7 total_charge=+1
H -1.286 0.297 1.008
C -0.265 0.252 -0.744
H -0.319 -0.789 -1.103
H 1.539 -1.454 1.030
H -0.032 -2.275 1.216
C 0.565 -1.408 1.547
C 0.629 1.125 -1.404
Dy -2.265 2.442 -2.098
H 0.732 -1.482 2.629
O -0.086 -0.192 1.285
H 1.318 0.670 -2.121
H 0.963 2.000 -0.831
O -1.494 0.814 -0.416

=====

# 4
7
Properties=species:S:1:pos:R:3 method="wB97M-V/def2-TZVPD" de_lowest_ev=4.397 homo_energy_ha="-0.358 / -0.358" molar_mass_g_mol=66.1 total_charge=0
C 2.054 0.420 0.393
H -1.207 -1.883 -0.929
C -1.673 0.215 -0.060
H 1.845 -0.248 1.185
N -1.953 1.263 0.448
N 2.315 1.138 -0.449
C -1.381 -0.906 -0.586

=====

# 5
9
Properties=species:S:1:pos:R:3 method="wB97M-V/def2-TZVPD" s_squared=2.024 de_lowest_ev=1.031 homo_energy_ha="-0.221 / -0.392" molar_mass_g_mol=89.0 multiplicity=3 total_charge=0
C 2.080 1.135 0.139
C -1.196 -0.572 -0.591
H -1.048 0.442 -1.174
H 2.312 2.067 0.403
H -2.363 -0.876 -0.722
P 0.471 -0.633 1.511
N 1.332 0.423 0.762
O -0.977 -0.551 0.751
H -0.611 -1.435 -1.080

=====

# 6
100
Properties=species:S:1:pos:R:3 method="wB97M-V/def2-TZVPD" homo_energy_ha=-0.168 molar_mass_g_mol=941.6 total_charge=-1
C 2.045 -3.673 -1.632
F -7.925 2.233 0.646
C -4.637 -1.727 0.618
C 1.567 0.454 5.007
H 0.569 0.108 5.268
F -2.403 -0.749 1.977
H 7.900 -2.341 -6.181
C -5.956 1.336 1.681
C -0.514 2.648 3.656
H 1.638 1.535 5.124
H 2.461 -1.811 2.542
H -0.900 3.445 0.106
H 7.550 0.088 -6.484
H 3.093 0.599 -0.643
C 4.864 -2.046 -4.706
H 2.351 -1.682 -2.238
H -0.825 0.537 3.701
C -0.006 0.622 -0.359
C -2.082 -1.911 1.400
H 5.459 1.154 -5.652
C 5.637 0.094 -5.528
F -1.918 -1.589 -0.929
C 2.222 -1.483 3.554
F -3.277 -3.622 0.184
O 0.501 1.495 0.635
O 3.088 4.021 2.112
H -0.066 2.763 4.647
C 0.563 2.666 -2.477
H 3.355 1.206 -2.275
H -1.256 1.382 2.234
H 6.176 -3.701 -5.042
F -6.867 -0.155 0.050
F 3.567 -0.114 -4.438
C -6.629 2.471 0.844
N -1.073 3.649 3.097
H 3.118 -1.697 4.153
C 1.369 -1.635 -0.316
H -3.135 0.141 -2.255
F -6.401 -2.316 2.066
F -0.683 -3.096 0.024
C 1.079 -2.309 4.153
C -1.124 -1.807 0.162
H 0.711 -2.207 -3.735
H 1.939 4.280 -1.969
H 2.510 -4.007 -2.561
H 1.217 -4.343 -1.393
N 2.463 3.100 1.667
C 6.026 -2.638 -5.178
H 0.121 -1.812 4.035
H 3.031 0.461 3.500
C -5.604 -1.277 1.762
C -2.360 0.902 -2.239
H 4.099 -2.617 -4.198
F -7.668 -0.201 2.072
C 1.539 -2.223 -1.749
H 2.775 -3.772 -0.826
C 0.130 -0.859 0.196
C -0.496 1.313 3.010
H 2.875 2.304 -0.977
F -6.026 2.604 -0.330
H 2.335 0.561 1.392
C -1.826 3.032 -0.271
H 2.252 0.026 5.750
H -1.536 0.578 -2.877
F -5.394 -2.455 -0.239
F -1.484 -2.691 2.320
H 1.250 -2.454 5.222
H -0.496 2.722 -2.716
F -4.215 -0.649 -0.049
H 1.089 2.746 -3.432
C 6.797 -0.511 -5.990
H 0.269 4.655 -1.624
F -6.179 1.595 2.980
H -2.754 1.818 -2.685
C 1.006 3.853 -1.596
C 6.994 -1.874 -5.818
H -0.974 4.474 3.689
C 2.030 0.039 3.611
C 0.341 -2.228 -2.707
O 0.387 -0.703 1.589
C -3.446 -2.639 1.078
H -0.324 -1.381 -2.605
F -4.640 1.393 1.454
F -4.951 -0.907 2.876
P 1.104 0.766 2.099
H 1.020 -3.294 3.690
H 1.176 3.568 -0.560
F -3.859 -3.226 2.232
H -2.633 3.234 0.428
C -6.531 -0.078 1.350
H 2.173 -0.927 -0.132
H -0.231 -3.152 -2.600
P 1.016 0.966 -1.929
H -2.071 3.532 -1.215
C 2.731 1.305 -1.384
H 1.547 -2.437 0.397
P -1.783 1.219 -0.514
O 1.861 2.398 2.604
F -6.520 3.622 1.504
C 4.692 -0.688 -4.893